C4H12NO | wB97M-V/def2-TZVPD

Element x y z (Å)
C 1.608 1.179 -1.909
C 0.995 1.405 -0.531
C 0.076 0.302 -0.050
C -0.424 -0.815 2.123
N -0.065 0.325 1.398
H 2.254 2.027 -2.139
H 0.840 1.173 -2.669
H 2.198 0.275 -1.987
H 0.426 2.334 -0.606
H 1.755 1.577 0.224
H 0.429 -0.677 -0.393
H -0.949 0.318 -0.422
H -0.549 -1.635 1.435
H -1.152 -0.641 2.908
H 0.517 0.992 1.877
H -2.511 -2.607 1.014
H -3.152 -2.749 -0.358
O -2.295 -2.783 0.085

Calculated values
**Multiplicity**: 2
**Lowest unoccupied orbital energy (spin up / spin down)**: 1.0 / 0.8 eV
**Energy**: -289.51397 a.u.
**Orbital gap (spin up / spin down)**: 0.282 / 0.374 Ha
**HOMO energy (spin up / spin down)**: -6.73 / -9.35 eV